[1]
The following is a quantum chemistry calculation of C4H4O3 as an isolated structure, from OMol25.

Atoms and positions in Å:
H1 1.8747 -0.9412 0.8232
H2 -1.9549 0.9071 0.7451
C1 0.2170 0.0920 -1.0841
C2 -0.2208 -0.5638 0.1939
O1 -1.5103 -1.1336 0.1679
O2 1.2488 0.7233 -0.3053
H3 0.5863 -0.3178 -2.0239
H4 1.0696 0.3428 1.7934
C3 1.0902 -0.1777 0.8329
O3 -1.0276 0.7811 -1.2156
C4 -1.3730 0.2877 0.0726

From a Mulliken analysis of the wavefunction, the atomic charges in e read: number 1, H, carries 0.22; number 2, H, carries 0.39; number 3, C, carries 0.04; number 4, C, carries 0.40; number 5, O, carries -0.49; number 6, O, carries -0.39; number 7, H, carries 0.38; number 8, H, carries 0.24; number 9, C, carries -0.32; number 10, O, carries -0.41; number 11, C, carries -0.05

=====

[2]
The following is a quantum chemistry calculation of a 5-piece molecular cluster, C3H15O5S overall, from OMol25.

Calculated values
* total charge: -1

Atoms and positions in Å:
H1 -0.7967 2.1180 -1.1937
O1 -2.5633 0.9108 0.5617
H2 -0.5524 1.0312 -2.1201
H3 -0.3015 2.0395 0.7876
O2 0.5206 -0.5799 -2.0205
H4 0.3325 -1.0340 -2.8535
H5 -2.1245 1.0824 -0.2824
O3 2.8349 -0.3079 -0.9341
O4 0.4029 -3.0556 -0.7009
H6 0.0987 -0.7209 2.0126
O5 -1.2916 1.6238 -1.8741
C1 -1.9316 -0.0608 1.3794
C2 -0.4068 -0.0354 1.3062
H7 2.6803 0.2428 -0.0311
H8 -0.1622 -0.4609 0.3125
H9 1.5175 -0.5597 -1.8347
H10 0.0977 1.6368 2.5291
H11 0.4926 -2.2122 -1.2044
H12 3.1500 -1.0563 -0.3987
C3 0.2169 1.3643 1.4513
S1 2.0518 1.3228 1.3635
H13 -2.1954 0.2827 2.4032
H14 -2.4470 -0.9929 1.1854
H15 0.3766 -2.5787 0.1557

From a Mulliken analysis of the wavefunction, the atomic charges in e read: number 1, H, carries 0.37; number 2, O, carries -0.57; number 3, H, carries 0.38; number 4, H, carries 0.22; number 5, O, carries -0.79; number 6, H, carries 0.28; number 7, H, carries 0.40; number 8, O, carries -0.73; number 9, O, carries -0.69; number 10, H, carries 0.53; number 11, O, carries -0.78; number 12, C, carries -0.65; number 13, C, carries 0.25; number 14, H, carries 0.09; number 15, H, carries -0.51; number 16, H, carries 0.45; number 17, H, carries 0.25; number 18, H, carries 0.39; number 19, H, carries 0.36; number 20, C, carries -0.60; number 21, S, carries -0.61; number 22, H, carries 0.30; number 23, H, carries 0.27; number 24, H, carries 0.39

=====

It is found that the max |F| values, taken in the order of the records, are 0.46, 2.21 eV Å⁻¹.
It is found that the total energy values, taken in the order of the records, are -380.38195, -897.73049 Ha.